[1]
Computed, not measured: a molecular structure, C13H30ClI2OP2Rh at a distorted geometry, with ωB97M-V/def2-TZVPD.

```
50
Properties=species:S:1:pos:R:3:forces:R:3
I 2.25243 0.33286 -2.57192 0.5971 0.6324 -1.3421
I -0.92402 -1.32927 -3.70516 -0.2260 -0.0081 -0.9527
Rh 0.38327 -1.01463 -1.28989 0.1927 -0.5257 1.6611
Cl -1.70205 -1.92261 -0.34966 -0.3669 -0.1155 0.2013
P 0.95572 -3.32763 -1.06197 -0.2707 -0.9828 -0.4993
P -0.42396 0.90993 0.25988 -0.5451 1.6990 0.7021
O 2.71568 -0.83430 0.59370 -3.0624 -0.6403 -1.8930
C -0.05191 -0.17884 2.78194 -0.1800 -0.1806 0.1176
C 0.90991 2.26122 0.20267 0.4409 -0.5396 -0.5685
C -2.75632 2.61626 -0.09097 -0.3448 0.2716 0.3637
C 2.70024 -3.65203 -1.40019 0.1426 0.3198 0.1869
C 0.13726 -4.09086 -2.49835 -0.2331 0.5693 0.1038
C -0.96990 0.79900 2.02774 0.2161 -1.3073 0.0370
C -1.11468 2.11828 2.79667 -0.1005 0.4151 -0.0092
C -2.03460 1.37497 -0.58359 0.2539 -0.3329 0.0581
C 1.75048 -0.95750 -0.04771 3.1767 0.5110 2.7385
C 0.40531 3.68160 -0.00906 -0.2711 0.4191 -0.3193
C 1.94868 2.29901 1.33759 0.3188 -0.3243 0.0826
C -1.89255 1.49045 -2.07831 0.0894 -0.3154 -0.4148
C 0.48437 -4.32595 0.38053 -0.1946 0.4407 0.2261
H 2.39211 1.32716 1.57641 -0.1466 0.2251 0.0238
H -1.73452 2.85434 2.26397 0.3821 -0.2203 0.3476
H -0.14790 3.77366 -0.95386 0.0878 0.1451 0.3428
H -1.50324 0.52728 -2.45810 -0.0370 0.3680 -0.1026
H -0.48368 -0.37162 3.76931 0.1060 -0.0187 -0.1287
H 2.80637 -4.69645 -1.71462 -0.0055 0.1587 0.0663
H -0.14073 2.57126 3.04969 -0.5814 -0.2652 -0.1329
H -1.95305 0.29634 1.93636 0.3195 0.3010 0.0333
H 1.46600 1.96302 -0.72439 -0.3086 0.3961 0.5691
H -1.20363 2.28819 -2.38978 -0.3163 -0.1630 -0.0208
H 0.69924 -3.76330 -3.38091 -0.1409 -0.1697 0.0041
H 1.57169 2.75302 2.26216 0.0672 -0.1757 -0.3870
H -0.88633 -3.68928 -2.51445 0.1669 -0.5425 -0.0471
H 1.29927 4.32640 -0.07928 -0.4329 -0.1688 0.0142
H -2.88924 1.61560 -2.51782 0.3395 0.1477 -0.0986
H -0.58036 -4.13343 0.60265 0.5643 -0.1906 -0.0220
H 0.12338 -5.18225 -2.45867 0.0621 0.0850 0.1322
H -0.00492 -1.13500 2.24522 0.0531 0.0865 0.1856
H 0.95898 0.21023 2.93932 -0.1761 -0.0107 -0.0928
H 0.63311 -5.38385 0.10057 0.0112 0.4240 0.0861
H -0.21258 4.05042 0.82980 0.3090 -0.2246 -0.4180
H 3.01677 -2.98550 -2.20909 0.1009 -0.2070 0.0726
H 2.77074 2.93864 0.98231 -0.2312 -0.1668 0.1333
H -1.62659 1.88707 3.74913 0.2326 0.0541 -0.4208
H 1.11355 -4.07729 1.25268 -0.2951 -0.1159 -0.3420
H -3.64627 2.71262 -0.72433 0.0695 0.0304 0.1613
H 3.31881 -3.46991 -0.51569 -0.0400 -0.0447 -0.1656
H -2.17717 3.53257 -0.21672 -0.1236 -0.1465 0.1003
H -2.64227 0.48467 -0.33356 0.2694 0.3312 -0.1723
H -3.11089 2.52542 0.93773 0.0613 0.0722 -0.2011
```
Forces are in eV/Å.

The highest occupied orbital energy (alpha / beta) is -14.3 / -15.8 eV. As for the charge: +2. The total energy is -66308.100 eV. The calculation puts the frontier orbital gap (alpha / beta) at 6.87 / 5.41 eV. As for the spin multiplicity: 5.

[2]
Computed, not measured: 2 unconnected molecules or ions with the total composition C13H30ClN3O3 at a distorted geometry, with ωB97M-V/def2-TZVPD.

```
50
Properties=species:S:1:pos:R:3:forces:R:3
Cl 9.18008 1.35134 -0.24909 -0.7528 -1.8140 0.1414
O 0.88505 -2.57284 -1.74950 0.6761 1.2974 0.4303
O 6.22869 -1.60956 -0.60080 -3.1142 0.8186 -1.2901
O 4.55990 -0.31624 -1.86708 1.9651 -6.9375 4.8155
N -4.77514 1.69832 0.63670 0.2950 -0.1088 -0.0335
N -0.59165 -0.10246 -0.03779 0.5575 1.1920 -1.5008
N 3.75340 -2.48445 -1.07276 2.7199 0.9723 1.1128
C 8.44723 -0.36490 0.05612 -0.4103 -1.5021 0.7909
C -4.12060 0.40715 0.39553 0.1082 0.2233 -0.0932
C 6.96492 -0.33753 -0.65729 0.5116 2.6228 -0.0175
C -5.63929 2.12002 -0.47041 0.1510 0.1061 0.1710
C 1.22639 -1.92453 -0.47207 -0.7263 0.8412 0.0454
C 4.85127 -1.44776 -1.16882 -1.0552 5.1008 -3.5478
C -5.01199 -0.82709 0.28815 -0.0412 -0.4053 0.0777
C 0.83280 -0.32024 -0.55575 0.2488 0.2605 0.1244
C -6.62709 1.17021 2.31670 -0.2426 -0.1853 0.2830
C -6.12519 3.56268 -0.37291 0.0162 0.0372 0.0987
C 2.76758 -2.19720 0.03876 -0.8017 0.6191 1.2991
C -5.31749 1.87726 1.98428 0.0572 0.2687 -0.0962
C 9.42351 -1.55944 -0.54511 -0.2041 0.4432 -1.0827
H -1.12173 0.30763 -0.86233 0.6274 -0.6886 1.6928
H -7.36196 1.23954 1.50998 0.0948 0.0027 0.0356
H -6.50864 1.46320 -0.57706 -0.1705 -0.0627 -0.0871
H -4.56201 1.58307 2.72443 0.0440 -0.0853 -0.3149
H 9.15825 -2.63472 -0.14006 0.4352 2.3956 -0.5421
H 2.69511 -3.07928 0.83709 0.4918 1.7963 -1.9024
H 8.33756 -0.42497 1.24318 0.3028 0.0635 -2.7617
H -6.70596 3.81810 -1.26538 0.0769 -0.0779 0.1029
H -4.43910 -1.66044 -0.13492 -0.0441 0.1282 0.0478
H -5.28376 4.26115 -0.30974 -0.0967 -0.1317 0.0641
H -7.07731 1.62631 3.20502 0.0410 -0.0315 -0.0868
H 9.21512 -1.59050 -1.71260 0.4847 0.0713 2.3832
H -0.57753 0.64321 0.69243 -0.0442 -0.8375 -0.9438
H -5.36750 -1.15670 1.26942 -0.0276 0.0733 -0.1951
H 4.11719 -3.46375 -1.04601 -0.2674 1.3530 0.2017
H 3.11166 -1.21836 0.62864 -0.7413 -2.2089 -1.2404
H -3.54273 0.48954 -0.53432 -0.1663 0.1456 0.0451
H 0.87630 0.05914 -1.68411 0.2857 -0.9159 2.3998
H 6.33422 0.49331 -0.08071 1.3346 -1.8313 -1.3432
H 0.48634 -2.39065 0.34009 1.6560 1.0021 -1.8412
H -6.77572 3.71848 0.49152 0.0631 0.0212 -0.0501
H -3.36840 0.22915 1.17451 -0.1751 0.1671 -0.0064
H 1.53536 0.35787 0.10751 -1.0387 -1.5775 -1.5123
H -5.07202 2.04096 -1.40724 0.0662 -0.2106 0.2417
H 1.06605 -1.97533 -2.53821 -0.0108 -0.8981 1.8408
H 7.13771 0.07454 -1.75684 -0.5701 -1.2200 2.2258
H -5.45382 2.94745 2.16091 -0.0051 0.0260 -0.1761
H -6.46615 0.11588 2.55094 -0.1113 0.0763 -0.1143
H -5.87623 -0.66629 -0.36214 0.0727 0.0210 0.0808
H 10.57730 -1.33026 -0.42082 -2.5656 -0.4158 0.0275
```
Forces are in eV/Å.

The highest occupied orbital energy is -8.1 eV. As for the charge: 0. The total energy is -37097.703 eV. As for the SMILES: C[C@@H](Cl)COC(=O)NC[C@H](O)CN.CCN(CC)CC. The calculation puts the frontier orbital gap at 8.69 eV.

Q: What is the charge in the second record?
A: 0

Q: What is the charge in the second record?
A: 0